No. 1
69
Properties=species:S:1:pos:R:3 method="wB97M-V/def2-TZVPD" homo_energy_ha=-0.18386 energy_ha=-1685.0941 gap_ev=3.253 lumo_ev=-1.75
C 3.01 1.77 4.64
H 2.38 2.64 4.82
O -1.64 1.43 -4.28
C 4.00 -0.80 4.23
C -0.69 3.42 -2.10
O 1.46 0.00 1.26
H 2.85 -0.23 -5.33
O 1.22 1.69 -4.02
C -2.45 5.06 -1.97
H 2.22 -5.44 3.59
O 1.28 -3.66 2.94
H -1.46 4.42 -3.81
C 1.82 -1.84 -4.29
C 2.63 -0.51 4.07
H 2.29 -2.48 -5.05
H 3.95 -4.05 3.18
H -2.88 1.31 2.96
C -0.58 -1.85 4.33
C 2.22 -2.76 3.30
H 0.83 1.70 -0.68
C -2.49 4.90 -0.58
C 2.37 -0.42 -4.36
H 2.04 -2.27 -3.31
H -3.20 5.48 0.02
H 0.02 2.82 -2.68
H -5.68 -0.46 -4.44
H -3.12 5.76 -2.47
C 4.46 -2.07 3.89
C -0.75 3.19 -0.71
C 3.60 -3.05 3.43
C 0.00 2.11 -0.10
H -4.73 -1.70 -3.63
H -0.27 -2.60 5.03
C -4.75 -1.03 -4.49
H 3.68 1.93 3.79
C -1.64 4.00 0.05
O -2.36 -0.69 -4.48
N -1.62 -0.39 3.04
C 0.28 -1.77 -4.48
H -4.78 -1.61 -5.42
C 0.36 0.42 1.67
O 2.07 0.70 4.34
H -3.70 0.62 -5.36
H 4.68 -0.03 4.59
H -1.09 2.01 1.73
C -1.80 -1.32 4.06
H 2.47 -5.05 1.86
C 1.75 -5.01 2.69
N 0.35 -1.22 3.51
H 3.61 1.55 5.54
H -1.66 3.89 1.14
C -3.63 -0.03 -4.48
C 1.13 0.49 -4.22
C -1.53 4.32 -2.73
H 0.85 -5.57 2.44
H -2.62 0.49 1.38
C -1.38 0.24 -4.36
H 0.01 -2.17 -5.47
C 1.76 -1.47 3.57
H 3.10 -0.21 -3.58
H -3.64 -0.26 2.65
H -2.78 -1.52 4.46
C -2.74 0.34 2.46
C -0.32 1.59 1.11
H 5.52 -2.30 4.00
H -0.24 -2.39 -3.73
H -3.72 0.59 -3.57
C -0.30 -0.28 2.76
C -0.05 -0.34 -4.34

***

No. 2
8
Properties=species:S:1:pos:R:3 method="wB97M-V/def2-TZVPD" homo_energy_ha=-0.36981 energy_ha=-814.7216 gap_ev=9.555 lumo_ev=-0.51 e_above_lowest_ev=5.0410
H -1.19 -2.39 -0.22
Si -1.16 1.05 0.39
H -0.81 0.17 2.30
H 0.50 -1.65 -0.28
O -0.37 1.48 -0.82
I -3.20 -0.19 -0.06
O -0.80 1.10 2.00
O -0.54 -1.88 -0.13